[1]
Below is 4 unconnected molecules or ions with the total composition C16H23F4NO6S3, with properties calculated with wB97M-V/def2-TZVPD.

Net charge = 0
Highest occupied orbital energy = -0.313 Ha

Atoms and positions in Å:
O1 -3.9700 -2.0416 -0.6654
C1 -2.7916 -1.9211 -0.6874
N1 -2.1079 -0.6702 -0.3651
C2 -0.9254 -0.7065 -1.2010
O2 -0.3311 0.2187 -1.6449
C3 -0.6344 -2.1401 -1.4400
C4 0.5324 -2.7352 -1.8659
C5 0.5590 -4.1145 -1.9768
C6 1.8402 -4.8185 -2.4074
F1 2.7949 -3.9048 -2.6625
F2 1.6162 -5.5380 -3.5287
C7 2.3794 -5.7613 -1.3046
F3 3.7051 -5.9229 -1.4249
F4 2.1563 -5.1781 -0.0964
C8 -0.5770 -4.8820 -1.6913
O3 -0.5199 -6.2336 -1.8304
C9 -1.7476 -4.2613 -1.2528
C10 -1.7367 -2.8848 -1.1291
H1 -1.8057 -0.7022 0.6045
H2 1.3847 -2.1198 -2.0873
H3 1.8543 -6.7108 -1.3243
H4 -1.3954 -6.5880 -1.6479
H5 -2.6376 -4.8169 -0.9910
C11 2.3968 0.5991 1.9459
S1 2.0143 -1.1368 1.7409
O4 1.3943 -1.2604 0.3882
C12 0.6731 -1.1396 2.9363
H6 3.1830 0.8643 1.2415
H7 1.5066 1.1872 1.7402
H8 2.7399 0.7845 2.9629
H9 -0.0727 -0.3963 2.6497
H10 1.0703 -0.9128 3.9248
H11 0.2297 -2.1344 2.9406
C13 -1.9202 2.7076 -0.6195
S2 -2.1425 4.4647 -0.8962
O5 -1.8140 5.1579 0.3807
C14 -3.9345 4.4153 -1.0260
H12 -0.8597 2.5239 -0.4698
H13 -2.4768 2.3981 0.2645
H14 -2.2581 2.1545 -1.4929
H15 -4.3548 3.9981 -0.1110
H16 -4.2169 3.8096 -1.8868
H17 -4.2884 5.4349 -1.1633
C15 2.7501 5.3289 2.3018
S3 1.0714 4.7474 2.5700
O6 1.1267 3.2591 2.5694
C16 0.4251 5.2424 0.9711
H18 3.3367 5.0721 3.1814
H19 3.1720 4.8414 1.4226
H20 2.7418 6.4108 2.1723
H21 0.9984 4.7592 0.1795
H22 0.4827 6.3269 0.8793
H23 -0.6164 4.9261 0.9223

[2]
Below is a molecular structure, C16H23F9O10Pb, with properties calculated with wB97M-V/def2-TZVPD.

Net charge = -2
Energy relative to the best compared isomer or geometry (same formula, charge and spin) = 860.1 kJ/mol
Highest occupied orbital energy = -0.009 Ha

Atoms and positions in Å:
Pb1 2.4031 0.2224 -0.4385
O1 4.0790 3.4202 -1.4423
C1 4.1951 4.3246 -0.3205
C2 4.9361 3.8142 1.0166
O2 4.5478 2.5842 1.5709
H1 3.2205 4.6034 0.0802
H2 4.7107 5.2587 -0.5431
H3 4.8816 4.6272 1.7406
H4 6.0022 3.7343 0.8043
O3 3.0065 -2.1483 -3.3270
C3 3.8818 -3.2677 -3.1128
C4 4.0723 -3.8028 -1.6229
O4 4.5809 -2.9721 -0.5468
H5 4.8425 -2.9176 -3.4905
H6 3.5855 -3.9835 -3.8796
H7 4.7564 -4.6463 -1.7158
H8 3.1383 -4.2814 -1.3286
C5 -2.1391 -5.3471 -2.7002
C6 -2.2573 -3.8340 -2.9002
O5 -3.2144 -3.3596 -1.9113
C7 -2.6891 -2.6692 -0.7937
O6 -1.5025 -2.3600 -0.7531
C8 -3.5967 -2.4392 0.4033
F1 -4.8688 -2.8269 0.1404
F2 -3.0875 -3.0825 1.4658
F3 -3.5456 -1.1377 0.6994
H9 -1.3651 -5.6294 -3.4139
H10 -3.0741 -5.8231 -2.9955
H11 -1.8384 -5.6856 -1.7087
H12 -2.6746 -3.6487 -3.8899
H13 -1.3090 -3.2981 -2.9389
C9 -2.5623 2.5048 -5.4362
C10 -1.9411 2.3675 -4.0555
O7 -2.2145 3.4636 -3.1986
C11 -1.8042 3.4888 -1.9228
O8 -1.0973 2.6745 -1.3562
C12 -2.4711 4.6720 -1.1416
F4 -1.6760 5.7660 -1.3170
F5 -3.7193 4.9335 -1.5609
F6 -2.5204 4.3562 0.1604
H14 -3.6511 2.5541 -5.4316
H15 -2.4659 1.6185 -6.0634
H16 -2.2310 3.3061 -6.0968
H17 -0.8711 2.1788 -4.1419
H18 -2.3320 1.5178 -3.4957
C13 -2.0164 1.2905 6.8731
C14 -1.2640 0.8149 5.5816
O9 -0.0342 0.1540 6.0562
C15 0.8118 -0.4866 5.1906
O10 0.7762 -0.4216 3.9740
C16 2.0097 -1.3164 5.7933
F7 3.1875 -0.9157 5.2709
F8 2.0460 -1.2149 7.1800
F9 1.8215 -2.5546 5.4390
H19 -3.0165 1.6594 6.6454
H20 -1.3518 2.0114 7.3492
H21 -2.0702 0.4480 7.5626
H22 -1.1013 1.6266 4.8725
H23 -1.9188 0.0746 5.1220

[3]
Below is C16H23FN2O3 in the gas phase, with properties calculated with wB97M-V/def2-TZVPD.

SMILES string = CC[C@@H](Oc1ccccc1F)C(=O)NCCN1CCOCC1
Net charge = 0
Energy relative to the best compared isomer or geometry (same formula, charge and spin) = 1769.4 kJ/mol
Highest occupied orbital energy = -0.292 Ha

Atoms and positions in Å:
C1 4.2257 -2.8934 -1.8323
C2 3.5893 -1.4408 -1.4551
H1 3.9102 -0.6851 -2.0624
H2 3.9006 -1.3136 -0.4721
C3 2.1926 -1.4036 -1.8128
H3 1.9545 -1.8241 -2.6523
C4 1.8297 -0.1438 -1.2749
O1 1.3797 0.6833 -2.3589
N1 1.4164 0.1016 -0.1446
H4 1.5914 -0.5566 0.5941
C5 0.6870 1.1917 0.4893
C6 -0.7212 0.9279 0.7440
N2 -1.3511 2.3123 1.0926
C7 -1.0593 2.8341 2.5061
C8 -2.1353 3.8452 2.7576
H5 -1.6815 4.3461 3.8344
O2 -2.2579 4.8701 1.8829
C9 -2.6982 4.0950 0.7335
C10 -1.8592 3.1979 0.1984
H6 -2.0248 2.5672 -0.5908
H7 -0.8194 3.7199 -0.1596
H8 -2.9462 4.7248 0.0850
H9 -3.7807 3.4683 0.9502
H10 -2.9449 3.1452 3.2783
H11 -1.0514 2.0719 3.0555
H12 -0.1286 3.5057 2.2953
H13 -1.0041 0.6807 -0.0593
H14 -0.8049 0.2927 1.7036
H15 1.4895 1.6744 1.3477
H16 0.8881 2.1043 -0.3241
O3 1.4728 -2.4991 -0.7070
C11 0.2272 -2.6728 -0.8211
C12 -0.2716 -3.5663 0.3152
C13 -1.4695 -3.8207 0.3332
C14 -2.4129 -3.2643 -0.4857
C15 -2.1983 -2.4549 -1.3119
C16 -0.7710 -2.0396 -1.6814
H17 -0.2720 -1.4261 -2.0434
H18 -2.7549 -1.9474 -2.0649
H19 -3.5487 -3.6722 -0.2864
H20 -1.7933 -4.4797 1.3067
F1 0.7481 -4.3299 1.3137
H21 3.8629 -3.7838 -1.3415
H22 4.1387 -3.0912 -3.0049
H23 5.2563 -3.0510 -1.8700

[4]
Below is C16H23N3O in the gas phase, with properties calculated with wB97M-V/def2-TZVPD.

SMILES string = CCCCn1c(CNC(=O)CCC)nc2ccccc21
Net charge = 0
Energy relative to the best compared isomer or geometry (same formula, charge and spin) = 14.3 kJ/mol
Highest occupied orbital energy = -0.314 Ha

Atoms and positions in Å:
C1 -4.2730 -2.6773 -1.0026
C2 -3.4815 -1.6633 -0.1867
C3 -2.2578 -2.3029 0.4662
H1 -2.5767 -3.1114 1.1268
C4 -1.4439 -1.3016 1.2923
N1 -0.9091 -0.2342 0.4902
C5 0.1817 -0.2800 -0.3329
N2 0.4174 0.8461 -0.9474
C6 -0.5627 1.7096 -0.5315
C7 -0.7930 3.0385 -0.8664
C8 -1.8743 3.6654 -0.2849
C9 -2.7127 2.9985 0.6102
C10 -2.5005 1.6794 0.9564
C11 -1.4161 1.0404 0.3764
H2 -3.1565 1.1740 1.6494
H3 -3.5482 3.5292 1.0420
H4 -2.0826 4.6979 -0.5234
H5 -0.1421 3.5500 -1.5571
C12 1.0503 -1.4824 -0.5119
N3 2.3789 -1.0666 -0.8932
C13 3.3991 -1.1000 0.0027
O1 3.3401 -1.7367 1.0340
C14 4.6161 -0.3086 -0.4359
C15 4.3423 1.1991 -0.3765
C16 4.0087 1.6555 1.0382
H6 3.1100 1.1584 1.3956
H7 4.8223 1.4170 1.7193
H8 3.8388 2.7294 1.0617
H9 3.5114 1.4545 -1.0382
H10 5.2282 1.7301 -0.7324
H11 4.8846 -0.5987 -1.4536
H12 5.4411 -0.5595 0.2320
H13 2.4011 -0.3734 -1.6265
H14 0.6336 -2.1398 -1.2861
H15 1.1437 -2.0476 0.4204
H16 -2.0790 -0.8536 2.0606
H17 -0.6178 -1.8192 1.7905
H18 -1.6196 -2.7358 -0.3068
H19 -4.1256 -1.2403 0.5874
H20 -3.1631 -0.8454 -0.8368
H21 -5.1400 -2.2057 -1.4583
H22 -3.6558 -3.0969 -1.7940
H23 -4.6178 -3.4920 -0.3695

[5]
Below is C16H23N3S in the gas phase, with properties calculated with wB97M-V/def2-TZVPD.

SMILES string = CCCCCCCc1n[nH]c(=S)n1Cc1ccccc1
Net charge = 0
Energy relative to the best compared isomer or geometry (same formula, charge and spin) = 29.9 kJ/mol
Highest occupied orbital energy = -0.288 Ha

Atoms and positions in Å:
C1 -5.6921 -2.2637 0.3319
C2 -4.3950 -2.0643 1.1071
C3 -3.9145 -0.6127 1.1160
C4 -3.4714 -0.1131 -0.2575
C5 -2.9050 1.3044 -0.1834
C6 -2.3565 1.8050 -1.5203
H1 -2.2320 2.8880 -1.4791
H2 -3.0719 1.5766 -2.3125
C7 -0.9974 1.1908 -1.8911
C8 0.0606 1.6479 -0.9528
N1 0.5672 2.8404 -0.9855
N2 1.4432 2.8996 0.0448
C9 1.4899 1.7328 0.7333
S1 2.3876 1.3703 2.0556
N3 0.5840 0.9219 0.0859
C10 0.3870 -0.4568 0.4608
C11 1.5225 -1.3158 -0.0434
C12 1.7793 -1.4062 -1.4058
C13 2.8367 -2.1680 -1.8690
C14 3.6482 -2.8447 -0.9742
C15 3.3997 -2.7542 0.3843
C16 2.3429 -1.9908 0.8485
H3 2.1619 -1.9071 1.9093
H4 4.0352 -3.2720 1.0868
H5 4.4759 -3.4363 -1.3363
H6 3.0286 -2.2302 -2.9301
H7 1.1564 -0.8724 -2.1102
H8 0.3573 -0.4952 1.5541
H9 -0.5708 -0.7980 0.0635
H10 1.9791 3.7299 0.2308
H11 -0.7247 1.5293 -2.8920
H12 -1.0608 0.1033 -1.8977
H13 -3.7026 1.9764 0.1406
H14 -2.1194 1.3508 0.5745
H15 -4.3193 -0.1159 -0.9442
H16 -2.7244 -0.8025 -0.6586
H17 -4.7143 0.0292 1.4918
H18 -3.0729 -0.5278 1.8089
H19 -3.6157 -2.7012 0.6809
H20 -4.5507 -2.3831 2.1402
H21 -6.0331 -3.2920 0.4267
H22 -5.5547 -2.0504 -0.7250
H23 -6.4696 -1.6082 0.7181